1.
Molecular formula: C37H37GeN2O3PtTe
Method: DFT, wB97M-V/def2-TZVPD

```
82
Properties=species:S:1:pos:R:3:mulliken_charge:R:1
Pt 1.190 0.135 0.126 2.162
C -1.420 -2.850 1.968 -1.086
C -0.152 -2.136 1.624 0.853
O -0.138 -1.380 0.639 -0.887
N 0.906 -2.323 2.419 -0.073
C 2.223 -1.727 2.244 -1.421
C 2.302 -0.302 2.750 1.097
C 3.163 0.026 3.781 -0.757
C 3.210 1.330 4.255 -0.427
C 2.367 2.271 3.698 -0.800
C 1.542 1.884 2.658 -0.175
N 1.520 0.637 2.170 0.102
H -1.989 -3.001 1.054 0.050
H -2.002 -2.215 2.639 0.304
H -1.233 -3.805 2.456 0.450
H 0.753 -2.873 3.249 0.270
H 2.515 -1.783 1.193 0.239
H 2.917 -2.349 2.806 0.547
H 3.788 -0.742 4.215 0.414
H 3.886 1.597 5.056 0.439
H 2.344 3.293 4.049 0.457
H 0.869 2.589 2.191 0.504
O 1.875 -2.442 -3.078 -0.679
C 1.734 -1.337 -2.611 -0.213
O 1.659 -1.174 -1.298 -0.851
C 1.740 -0.102 -3.474 1.828
C 0.810 -0.174 -4.680 -1.604
Ge -1.104 -0.047 -4.256 2.332
C -1.794 -1.480 -3.128 0.219
C -1.405 -2.800 -3.359 -0.345
C -1.946 -3.840 -2.618 -0.749
C -2.901 -3.577 -1.645 -0.408
C -3.306 -2.270 -1.410 -0.824
C -2.747 -1.229 -2.140 -0.233
C -2.076 0.015 -5.942 -0.102
C -1.425 -0.110 -7.167 -0.570
C -2.139 -0.074 -8.358 -0.707
C -3.516 0.090 -8.336 -0.424
C -4.179 0.216 -7.122 -0.762
C -3.462 0.177 -5.936 -0.213
C -1.328 1.658 -3.308 -0.240
C -1.564 2.842 -4.006 -0.602
C -1.631 4.063 -3.342 -0.886
C -1.477 4.115 -1.964 -0.613
C -1.259 2.943 -1.251 -0.903
C -1.183 1.728 -1.921 0.212
H 2.774 0.008 -3.819 0.592
H 1.506 0.758 -2.858 -1.890
H 1.023 -1.066 -5.272 0.482
H 1.014 0.687 -5.325 0.527
H -0.661 -3.024 -4.114 0.349
H -1.630 -4.857 -2.809 0.436
H -3.340 -4.392 -1.083 0.464
H -4.073 -2.060 -0.674 0.418
H -3.093 -0.217 -1.961 0.395
H -0.349 -0.240 -7.203 0.285
H -1.620 -0.176 -9.302 0.394
H -4.073 0.117 -9.263 0.393
H -5.254 0.340 -7.102 0.401
H -3.994 0.269 -4.994 0.397
H -1.697 2.815 -5.082 0.435
H -1.816 4.972 -3.901 0.440
H -1.549 5.063 -1.445 0.423
H -1.170 2.972 -0.170 0.489
H -1.026 0.817 -1.350 0.379
C 2.033 3.057 -2.444 -0.157
Te 2.453 2.250 -0.512 -0.116
C 4.232 1.464 -1.390 -1.223
C 4.382 2.184 -2.707 0.643
C 5.569 2.093 -3.429 -0.731
C 5.690 2.717 -4.658 -0.626
C 4.625 3.444 -5.174 -0.655
C 3.446 3.550 -4.456 -0.775
C 3.318 2.920 -3.221 0.607
H 1.753 4.097 -2.284 0.823
H 1.183 2.549 -2.893 -0.406
H 4.058 0.396 -1.520 0.356
H 5.079 1.615 -0.723 0.711
H 6.399 1.524 -3.026 0.472
H 6.616 2.641 -5.212 0.418
H 4.718 3.938 -6.132 0.432
H 2.618 4.124 -4.852 0.498
```

Summary:
Total energy, eV: -115143.3486
ΔE to the lowest compared entry with this formula, charge and spin, kJ/mol: 132.83
Total charge: +1

---

2.
Molecular formula: C37H37N4O2
Method: DFT, wB97M-V/def2-TZVPD

```
80
Properties=species:S:1:pos:R:3:mulliken_charge:R:1
C -3.925 1.600 3.100 -1.026
N -2.709 1.409 2.326 0.296
C -2.324 2.362 1.413 0.372
O -2.909 3.396 1.174 -0.674
C -1.032 1.878 0.782 0.115
C 0.107 2.872 0.999 -0.562
C -0.161 4.218 0.409 0.601
C -0.358 4.502 -0.921 -0.933
N -0.604 5.846 -1.079 0.078
C -0.598 6.443 0.168 -0.546
C -0.815 7.767 0.564 -0.801
C -0.740 8.068 1.897 -0.547
C -0.477 7.076 2.858 -0.835
C -0.271 5.775 2.488 -0.482
C -0.319 5.445 1.122 0.742
N -0.724 0.548 1.386 0.646
C 0.323 -0.231 0.979 0.240
C 0.608 -1.465 1.522 0.433
C 1.650 -2.298 1.165 -0.791
C 1.880 -3.560 1.784 0.928
C 2.995 -4.335 1.418 -0.376
C 3.246 -5.543 2.022 -0.760
C 2.397 -6.023 3.003 -0.364
C 1.285 -5.289 3.372 -0.777
C 1.024 -4.079 2.778 -0.323
C -1.803 0.221 2.396 0.121
C -1.233 0.114 3.806 -1.516
C -2.591 -1.017 1.979 -1.563
H -4.354 2.571 2.859 0.382
H -4.659 0.830 2.872 0.318
H -3.705 1.579 4.165 0.334
H -1.207 1.728 -0.290 0.214
H 0.277 2.972 2.074 0.313
H 1.041 2.472 0.592 0.388
H -0.336 3.779 -1.719 0.709
H -0.864 6.332 -1.940 0.261
H -1.039 8.513 -0.178 0.399
H -0.888 9.086 2.214 0.397
H -0.444 7.348 3.901 0.402
H -0.080 5.007 3.215 0.390
H 0.955 0.154 0.198 0.500
H -0.037 -1.798 2.309 -0.592
H 2.328 -1.982 0.389 0.406
H 3.657 -3.967 0.655 0.415
H 4.107 -6.120 1.730 0.413
H 2.595 -6.972 3.474 0.414
H 0.616 -5.670 4.125 0.417
H 0.147 -3.534 3.076 0.416
H -0.760 1.054 4.089 0.355
H -2.027 -0.095 4.521 0.475
H -0.486 -0.672 3.891 0.340
H -3.061 -0.851 1.011 0.395
H -1.964 -1.902 1.891 0.376
H -3.375 -1.229 2.705 0.461
C -0.337 2.378 -4.189 -0.354
C -1.435 1.545 -4.134 -0.529
C -1.259 0.182 -4.037 -0.481
C 0.013 -0.378 -4.008 0.161
C 0.149 -1.856 -3.884 1.348
C 1.397 -2.438 -3.613 -0.902
N 1.614 -3.805 -3.444 0.210
C 0.582 -4.706 -3.436 -0.124
C 0.798 -6.048 -3.320 -0.740
C 2.088 -6.523 -3.194 -0.195
C 3.143 -5.632 -3.186 -0.728
C 2.897 -4.292 -3.307 -0.166
O -0.880 -2.538 -4.011 -0.821
C 1.108 0.478 -4.091 -0.478
C 0.933 1.841 -4.172 -0.742
H -0.472 3.443 -4.260 0.505
H -2.429 1.960 -4.180 0.416
H -2.110 -0.477 -4.000 0.474
H 2.269 -1.817 -3.540 0.094
H -0.415 -4.316 -3.534 0.593
H -0.035 -6.730 -3.333 0.423
H 2.266 -7.583 -3.108 0.418
H 4.154 -5.995 -3.095 0.436
H 3.711 -3.591 -3.301 0.404
H 2.101 0.073 -4.130 0.365
H 1.793 2.490 -4.229 0.420
```

Summary:
Total energy, eV: -49017.9908
Total charge: +1

---

3.
Molecular formula: C37H38BN4O4PTi
Method: DFT, wB97M-V/def2-TZVPD

```
86
Properties=species:S:1:pos:R:3:mulliken_charge:R:1
Ti -0.731 -0.296 0.231 -1.259
O 2.098 0.166 2.938 -0.611
C 1.519 -0.150 1.930 -0.006
N 0.497 0.577 1.343 0.274
C -0.144 1.532 2.252 -1.867
C -1.400 0.866 2.755 1.272
C -2.034 1.241 3.926 -0.941
C -3.198 0.591 4.303 -0.396
C -3.686 -0.444 3.508 -0.914
C -2.994 -0.787 2.370 -0.252
N -1.870 -0.150 1.990 0.409
C 1.810 -1.447 1.232 0.817
C 2.929 -2.186 1.569 -0.715
C 3.121 -3.411 0.951 -0.536
C 2.188 -3.842 0.015 -0.856
C 1.096 -3.042 -0.260 -0.360
N 0.892 -1.865 0.345 0.844
H 0.528 1.762 3.078 0.818
H -0.396 2.455 1.731 0.214
H -1.614 2.028 4.536 0.554
H -3.719 0.880 5.206 0.481
H -4.587 -0.975 3.776 0.501
H -3.336 -1.598 1.739 0.392
H 3.614 -1.785 2.302 0.586
H 3.981 -4.020 1.197 0.490
H 2.296 -4.793 -0.485 0.521
H 0.362 -3.340 -1.001 0.418
O 3.457 0.407 -1.543 -0.539
N 2.443 -0.137 -2.306 0.228
C 2.786 -1.173 -2.940 -0.802
C 1.795 -1.847 -3.770 0.698
C 2.261 -2.646 -4.813 -0.948
C 1.386 -3.220 -5.713 -0.831
C 0.025 -3.042 -5.554 -0.874
C -0.468 -2.312 -4.483 -0.631
C 0.389 -1.689 -3.581 1.138
P -0.315 -0.619 -2.259 1.323
C -2.088 -1.181 -2.257 0.658
C -2.457 -1.961 -1.151 -0.262
C -3.756 -2.439 -1.012 -1.069
C -4.705 -2.143 -1.973 -1.013
C -4.353 -1.374 -3.074 -1.079
C -3.063 -0.890 -3.209 0.218
C -0.291 1.024 -3.069 0.719
C -0.696 1.223 -4.385 -0.983
C -0.679 2.499 -4.932 -1.001
C -0.196 3.569 -4.194 -0.807
C 0.256 3.370 -2.896 -0.826
C 0.195 2.107 -2.333 -0.031
H 3.378 1.365 -1.646 0.377
H 3.816 -1.528 -2.934 0.435
H 3.329 -2.777 -4.936 0.481
H 1.763 -3.815 -6.533 0.433
H -0.666 -3.485 -6.259 0.476
H -1.536 -2.262 -4.342 0.375
H -1.705 -2.281 -0.413 0.520
H -4.022 -3.069 -0.172 0.596
H -5.716 -2.513 -1.868 0.453
H -5.088 -1.155 -3.837 0.476
H -2.819 -0.256 -4.049 0.529
H -1.005 0.386 -4.998 0.523
H -1.044 2.654 -5.938 0.471
H -0.159 4.557 -4.632 0.430
H 0.650 4.201 -2.326 0.498
H 0.521 1.952 -1.309 0.450
C -3.705 2.882 -2.576 -1.635
C -3.848 2.344 -1.158 1.462
C -5.296 1.969 -0.892 -1.830
O -3.053 1.125 -1.077 -0.026
B -1.910 1.371 -0.381 0.823
O -1.896 2.621 0.159 0.224
C -3.182 3.269 -0.077 1.749
C -2.919 4.698 -0.514 -1.725
C -3.915 3.255 1.261 -1.849
H -4.125 2.166 -3.282 0.463
H -2.657 3.045 -2.831 -0.048
H -4.250 3.819 -2.681 0.475
H -5.646 1.334 -1.706 0.435
H -5.928 2.856 -0.853 0.354
H -5.400 1.414 0.040 0.317
H -2.256 4.732 -1.377 0.297
H -2.445 5.239 0.304 0.424
H -3.855 5.201 -0.756 0.402
H -4.061 2.232 1.613 0.101
H -4.883 3.746 1.182 0.434
H -3.318 3.795 1.996 0.466
```

Summary:
Total energy, eV: -86205.1044
ΔE to the lowest compared entry with this formula, charge and spin, kJ/mol: 182.51
Total charge: +2

---

no.,HOMO energy (eV)
1,-10.75
2,-9.43
3,-13.99